one.
Below is a 2-piece molecular cluster, C6H15N3O2 overall, with properties calculated with wB97M-V/def2-TZVPD.

XYZ file:
```
26
C6H15N3O2 | the Open Molecules 2025 dataset | wB97M-V/def2-TZVPD
C -1.886 -0.492 0.616
C -2.991 0.556 0.326
C -0.221 0.522 2.130
N -0.536 0.176 0.801
N -0.749 1.307 2.984
N 0.916 -0.228 2.718
H -2.083 -1.276 1.246
H -1.572 -1.066 -0.422
H -2.445 1.384 -0.035
H -3.625 0.601 1.165
H -0.772 1.161 0.457
H 0.221 -2.467 -0.292
H -0.372 1.347 3.956
H 0.848 -1.146 2.389
H 1.816 0.171 2.369
H -3.806 0.154 -0.286
C 2.202 -0.418 -2.133
C 1.927 1.018 -2.115
C 1.052 -1.241 -1.781
O 0.122 -1.212 -2.574
O 1.007 -2.071 -0.580
H 2.388 -0.518 -3.200
H 3.161 -0.631 -1.720
H 1.170 1.310 -1.183
H 1.431 1.448 -2.934
H 2.796 1.613 -1.902
```

Net charge   0
SMILES   [H]/N=C(\N)NCC.CCC(=O)O
E_LUMO   0.6804 eV

---

two.
Below is one molecule with the formula C6H15N3O2, with properties calculated with wB97M-V/def2-TZVPD.

XYZ file:
```
26
C6H15N3O2 | the Open Molecules 2025 dataset | wB97M-V/def2-TZVPD
C 1.789 -0.551 -0.802
C 0.092 -0.402 -2.631
C 0.327 0.589 1.968
C -1.817 1.365 0.766
C 0.303 -0.912 -1.130
C -0.444 0.773 0.621
N -1.671 -1.492 1.823
N -0.597 -0.460 -0.177
N -0.917 -1.783 0.853
O -0.456 -2.843 0.473
O -2.172 -2.427 2.656
H 2.024 -1.069 0.208
H 2.309 -1.132 -1.556
H 2.045 0.601 -0.795
H 0.389 0.616 -2.537
H -0.940 -0.505 -2.765
H 0.697 -0.900 -3.352
H 1.392 0.416 1.917
H 0.430 1.693 2.448
H -0.231 0.077 2.639
H -2.184 1.460 -0.196
H -1.794 2.133 1.515
H -2.374 0.657 1.309
H 0.109 -1.944 -1.400
H -0.003 1.535 0.052
H -1.507 -3.123 2.632
```

Net charge   0
SMILES   CC(C)N(C(C)C)/[N+]([O-])=N/O
E_LUMO   0.8987 eV

---

Stability ranking, top entry: one; the second entry is 4.183 eV less favorable.

---

one.
Below is a 2-piece molecular cluster, H4NO2P2 overall, with properties calculated with wB97M-V/def2-TZVPD.

XYZ file:
```
9
H4NO2P2 | the Open Molecules 2025 dataset | wB97M-V/def2-TZVPD
N 0.482 1.121 1.175
O 1.912 -0.805 -0.428
O -1.031 1.862 -0.717
P -1.497 -1.075 -0.075
P -0.639 0.753 0.135
H 0.778 0.342 1.689
H 1.523 -1.530 -0.978
H 1.090 -0.252 -0.166
H -2.618 -0.417 -0.634
```

Net charge   -1
E_LUMO   4.2606 eV

---

two.
Below is a 2-piece molecular cluster, H4NO2P2 overall, with properties calculated with wB97M-V/def2-TZVPD.

XYZ file:
```
9
H4NO2P2 | the Open Molecules 2025 dataset | wB97M-V/def2-TZVPD
N 0.283 -0.389 -0.311
O -0.799 -1.123 -2.729
O -1.425 0.841 1.275
P 1.544 1.075 2.334
P 0.006 0.549 1.011
H 1.276 -0.552 -0.427
H -1.372 -0.764 -2.066
H -0.035 -1.331 -2.263
H 0.523 1.695 3.176
```

Net charge   -1
E_LUMO   4.2900 eV

---

Stability ranking, top entry: two; the second entry is 0.433 eV less favorable.

---

one.
Below is a 2-piece molecular cluster, C2H6S overall, with properties calculated with wB97M-V/def2-TZVPD.

XYZ file:
```
9
C2H6S | the Open Molecules 2025 dataset | wB97M-V/def2-TZVPD
S 2.430 0.571 -0.205
H 3.656 0.778 0.328
H 1.966 -0.024 0.893
C -1.217 -0.535 0.409
C -1.456 0.051 -0.758
H -1.824 -0.475 1.299
H -0.353 -1.194 0.454
H -2.437 0.511 -0.876
H -0.764 0.317 -1.544
```

Net charge   0
SMILES   C=C.S
E_LUMO   0.9245 eV

---

two.
Below is one molecule with the formula C2H6S, with properties calculated with wB97M-V/def2-TZVPD.

XYZ file:
```
9
C2H6S | the Open Molecules 2025 dataset | wB97M-V/def2-TZVPD
C -0.020 -0.449 -1.439
S 0.618 -0.814 0.295
C 0.024 0.419 1.456
H 0.203 0.645 -1.513
H -1.042 -0.685 -1.657
H 0.762 -0.967 -1.982
H -0.662 1.048 0.888
H -0.709 -0.154 2.035
H 0.827 0.959 1.917
```

Net charge   0
SMILES   CSC
E_LUMO   1.1648 eV

---

Stability ranking, top entry: two; the second entry is 0.637 eV less favorable.

---

one.
Below is one molecule with the formula ClFIPS, with properties calculated with wB97M-V/def2-TZVPD.

XYZ file:
```
5
ClFIPS | the Open Molecules 2025 dataset | wB97M-V/def2-TZVPD
F -0.428 -0.133 1.471
P -0.161 0.089 -0.087
S -1.021 1.696 -0.789
Cl -0.712 -1.707 -0.761
I 2.323 0.056 0.166
```

Net charge   0
SMILES   F[P@](=S)(Cl)I
E_LUMO   -1.3573 eV

---

two.
Below is a 2-piece molecular cluster, ClFIPS overall, with properties calculated with wB97M-V/def2-TZVPD.

XYZ file:
```
5
ClFIPS | the Open Molecules 2025 dataset | wB97M-V/def2-TZVPD
F -0.980 -0.807 0.755
P 0.319 -0.096 0.092
S 1.562 0.220 1.608
Cl -1.988 2.631 -1.129
I 1.086 -1.949 -1.326
```

Net charge   0
E_LUMO (spin up / spin down)   -3.4084 / -4.1286 eV

---

Stability ranking, top entry: one; the second entry is 3.393 eV less favorable.

---

one.
Below is one molecule with the formula C3H3N5O, with properties calculated with wB97M-V/def2-TZVPD.

XYZ file:
```
12
C3H3N5O | the Open Molecules 2025 dataset | wB97M-V/def2-TZVPD
C 0.640 0.605 -0.272
C -1.606 1.292 0.244
C 0.470 -0.880 0.091
H 2.334 0.060 -1.087
H -2.467 1.668 0.961
H 2.474 -0.853 0.645
N 1.795 1.029 -0.879
N -0.270 1.560 0.467
N -1.894 -1.334 -0.537
N -0.688 -1.703 -0.259
N 1.494 -1.462 0.775
O -2.281 0.019 -0.149
```

Net charge   0
SMILES   [H]/N=c1/nconn/c1=N/[H]
E_LUMO   -1.7000 eV

---

two.
Below is one molecule with the formula C3H3N5O, with properties calculated with wB97M-V/def2-TZVPD.

XYZ file:
```
12
C3H3N5O | the Open Molecules 2025 dataset | wB97M-V/def2-TZVPD
C 0.764 0.569 0.335
C -0.775 -1.802 -0.374
C -1.487 -0.394 -0.767
H 1.003 2.574 0.690
H 2.532 1.488 0.119
H -1.300 -2.854 0.007
N 1.477 1.632 0.377
N 1.236 -0.459 -0.335
N 0.510 -1.716 -0.115
N -1.412 0.219 0.579
N -0.407 0.662 1.153
O -2.140 0.082 -1.670
```

Net charge   0
SMILES   Nc1nncc(=O)nn1
E_LUMO   -0.8946 eV

---

Stability ranking, top entry: two; the second entry is 2.582 eV less favorable.

---

one.
Below is a 2-piece molecular cluster, C5H14O2S overall, with properties calculated with wB97M-V/def2-TZVPD.

XYZ file:
```
22
C5H14O2S | the Open Molecules 2025 dataset | wB97M-V/def2-TZVPD
O -1.040 -0.913 0.399
S -2.545 -4.746 3.687
C 0.000 0.000 0.000
C -2.563 -5.173 5.481
C -0.811 -1.493 1.687
C -1.704 -3.128 3.479
C -1.755 -2.703 2.030
H -0.164 0.399 -1.015
H 1.000 -0.464 0.038
H -0.026 0.839 0.716
H -2.921 -6.185 5.734
H -3.240 -4.434 5.942
H -1.554 -5.040 5.906
H -0.686 -0.786 2.531
H 0.159 -2.004 1.530
H -0.671 -3.366 3.794
H -2.108 -2.379 4.187
H -1.501 -3.628 1.477
H -2.816 -2.466 1.820
O 1.953 1.279 -3.436
H 1.668 1.803 -2.653
H 2.920 1.149 -3.308
```

Net charge   0
SMILES   COCCCSC.O
E_LUMO   0.6872 eV

---

two.
Below is a 2-piece molecular cluster, C5H14O2S overall, with properties calculated with wB97M-V/def2-TZVPD.

XYZ file:
```
22
C5H14O2S | the Open Molecules 2025 dataset | wB97M-V/def2-TZVPD
C -2.627 -0.808 0.060
O -2.973 -0.222 1.340
C -1.247 -1.418 0.218
C -0.209 -0.332 0.604
C 1.200 -0.885 0.489
S 1.884 -1.112 -1.186
C 2.550 0.544 -1.479
H -2.773 0.006 -0.646
H -3.403 -1.551 -0.149
H -3.252 -0.902 1.966
H -1.272 -2.129 1.037
H -0.819 -1.889 -0.670
H -0.371 0.006 1.622
H -0.417 0.541 -0.011
H 1.232 -1.822 1.047
H 1.915 -0.214 0.947
H 2.753 1.054 -0.545
H 3.552 0.446 -1.895
H 1.886 1.091 -2.134
H 0.528 3.590 -0.799
H 0.903 3.165 0.548
O 0.959 2.842 -0.365
```

Net charge   0
SMILES   CSCCCCO.O
E_LUMO   0.5711 eV

---

Stability ranking, top entry: two; the second entry is 0.764 eV less favorable.

---

one.
Below is one molecule with the formula C4H9ClN2S, with properties calculated with wB97M-V/def2-TZVPD.

XYZ file:
```
17
C4H9ClN2S | the Open Molecules 2025 dataset | wB97M-V/def2-TZVPD
C 1.014 -0.157 -1.633
C 1.367 0.594 -0.396
C 0.043 0.912 0.355
C -1.873 -0.545 -0.042
H 0.594 0.575 -2.308
H 0.153 -0.877 -1.339
H 1.803 -0.713 -2.197
H 1.816 1.469 -0.859
H -0.031 1.348 1.387
H -0.595 1.515 -0.243
H -0.683 -0.371 2.605
H 0.559 -1.125 1.582
H -2.238 -1.310 0.647
N -0.704 -0.284 0.591
N -0.392 -0.917 1.766
S -2.546 0.356 -1.217
Cl 2.572 -0.154 0.823
```

Net charge   0
SMILES   C[C@H](Cl)CN(N)C=S
E_LUMO   0.5034 eV

---

two.
Below is one molecule with the formula C4H9ClN2S, with properties calculated with wB97M-V/def2-TZVPD.

XYZ file:
```
17
C4H9ClN2S | the Open Molecules 2025 dataset | wB97M-V/def2-TZVPD
C 0.534 -0.376 2.255
C -0.329 -0.256 0.982
C -1.330 0.929 1.048
C 1.406 -0.649 -0.612
H 1.262 0.469 2.305
H 1.123 -1.296 2.317
H -0.070 -0.418 3.176
H -0.966 -1.129 0.961
H -1.866 0.965 0.106
H -0.817 1.872 1.246
H 2.033 -1.131 0.228
H 2.974 -1.098 -1.904
H 0.502 -1.122 -3.485
N 0.326 -0.095 -0.317
N 2.033 -0.701 -1.876
S 1.304 -0.072 -3.238
Cl -2.544 0.690 2.363
```

Net charge   0
SMILES   C[C@@H](CCl)/N=C/NS
E_LUMO   0.6647 eV

---

Stability ranking, top entry: two; the second entry is 1.255 eV less favorable.

---

one.
Below is C4H8N2OS as an isolated structure, with properties calculated with wB97M-V/def2-TZVPD.

XYZ file:
```
16
C4H8N2OS | the Open Molecules 2025 dataset | wB97M-V/def2-TZVPD
C 1.489 0.828 1.074
C -1.543 0.565 -0.935
C -0.987 -0.848 -1.033
C 0.537 -0.813 -0.757
N 1.228 0.523 2.380
N 0.752 -0.247 0.563
O 2.111 1.727 0.544
S 0.472 -0.920 2.154
H -1.640 0.885 0.022
H -1.053 1.374 -1.497
H -2.527 0.506 -1.468
H -0.977 -1.309 -1.937
H -1.352 -1.539 -0.272
H 0.970 -1.786 -0.760
H 1.005 0.097 -1.374
H 1.514 0.957 3.293
```

Net charge   0
2S+1   3
E_LUMO (spin up / spin down)   0.7892 / -1.8081 eV

---

two.
Below is one molecule with the formula C4H8N2OS, with properties calculated with wB97M-V/def2-TZVPD.

XYZ file:
```
16
C4H8N2OS | the Open Molecules 2025 dataset | wB97M-V/def2-TZVPD
C 0.853 0.579 -0.503
C -0.009 1.438 -1.417
C -0.099 -0.221 0.445
C -0.112 -1.761 0.536
N 2.089 0.502 -0.619
N -1.351 0.332 -0.011
O -1.249 0.774 -1.409
S 0.381 0.602 2.098
H 0.074 2.419 -0.919
H 0.203 1.551 -2.498
H -0.739 -2.137 1.266
H 0.838 -2.208 0.616
H -0.597 -2.248 -0.412
H 2.554 0.103 0.188
H -2.060 -0.514 0.139
H -0.777 0.789 2.502
```

Net charge   0
2S+1   3
E_LUMO (spin up / spin down)   0.7286 / -2.7734 eV

---

Stability ranking, top entry: one; the second entry is 3.624 eV less favorable.